DFT (wB97M-V/def2-TZVPD) results for a molecular structure, C16H19FN4O2S in a non-equilibrium geometry.

Computed properties:
**LUMO level**: -0.025 hartree
**Total charge**: 0
**Gap between HOMO and LUMO**: 7.0683 eV
**Energy**: -1488.13080 Eh

Last column: natural (NBO) charge in e.
Positions of all 43 atoms, in Å:
C  1.941  -4.902  -0.160  -0.63
C  0.596  -4.325  -0.280  0.29
N  0.669  -3.079  -0.623  -0.51
C  -0.613  -2.341  -0.672  0.58
N  -1.868  -2.846  -0.511  -0.50
C  -1.799  -4.076  0.065  0.22
C  -0.670  -4.752  0.210  -0.35
H  -0.442  -5.885  0.251  0.21
C  -2.961  -4.736  0.305  -0.63
H  -3.293  -5.615  -0.342  0.24
H  -3.624  -4.038  0.414  0.22
H  -2.839  -5.129  1.325  0.23
N  -0.755  -0.984  -1.217  -0.44
C  -1.740  -0.254  -0.857  -0.18
H  -1.907  0.410  -1.946  0.17
C  -1.697  0.801  0.406  -0.21
N  -0.606  1.520  0.182  -0.70
S  -0.590  2.916  -0.740  2.28
O  0.112  2.511  -2.160  -0.95
O  -1.840  3.399  -0.575  -0.94
C  0.627  4.002  -0.001  -0.35
C  0.296  4.460  1.533  -0.05
C  1.162  5.179  2.146  -0.41
C  2.282  5.626  1.665  0.50
C  2.878  5.135  0.029  -0.18
C  1.794  4.254  -0.504  -0.23
H  1.854  4.032  -1.539  0.25
H  3.739  5.417  -0.192  0.17
F  3.052  6.469  2.275  -0.30
H  0.754  5.533  3.100  0.24
H  -0.608  4.020  1.728  0.23
C  0.780  0.756  -0.157  -0.24
H  0.970  0.103  0.910  0.20
C  0.487  -0.187  -1.275  -0.25
H  0.459  0.395  -2.151  0.24
H  1.601  -1.026  -1.195  0.24
H  1.640  1.379  -0.370  0.24
H  -1.652  0.135  1.473  0.17
H  -2.436  1.438  0.370  0.22
H  -2.538  -0.802  -0.640  0.23
H  2.614  -4.195  -0.367  0.23
H  2.205  -5.157  1.015  0.23
H  1.970  -5.563  -0.927  0.23